(1)
Formula: C22H22BF3OS
Source: the Open Molecules 2025 dataset
Level of theory: ωB97M-V with the def2-TZVPD basis set

Positions of all 50 atoms, in Å:
C -1.55565 4.73836 4.61307
C -1.11739 3.87054 3.47296
C -1.90048 3.79307 2.31164
C -1.55184 2.93992 1.27760
C -0.37446 2.14142 1.34239
C -0.02345 1.25727 0.27165
C 1.22893 0.65699 0.13315
C 1.60453 -0.07737 -0.99008
C 2.82796 -0.80638 -1.12474
C 3.12955 -1.49383 -2.33641
C 4.27758 -2.25592 -2.47041
C 5.19543 -2.36184 -1.41409
C 6.41789 -3.21272 -1.57006
C 4.94174 -1.65964 -0.22722
C 3.79193 -0.89403 -0.07559
C 0.43691 2.27386 2.50743
C 0.05725 3.10879 3.54832
H -0.85845 4.65627 5.45164
H -1.61795 5.79246 4.31560
H -2.55412 4.44807 4.96441
H -2.79518 4.41513 2.23630
H -2.16429 2.88799 0.37480
H -0.76028 1.11748 -0.52553
H 1.96211 0.79355 0.93167
H 0.93221 -0.07318 -1.85361
H 2.41904 -1.41849 -3.16199
H 4.48159 -2.78945 -3.40135
H 7.02617 -3.18422 -0.66085
H 6.15167 -4.25819 -1.77595
H 7.03668 -2.87307 -2.41107
H 5.66906 -1.73023 0.58523
H 3.61153 -0.36578 0.86054
H 1.36746 1.71056 2.58076
H 0.67605 3.18573 4.44573
C -2.77641 -2.83890 -3.22704
O -3.74974 -2.11493 -2.46233
C -3.44009 -1.59943 -1.28809
C -4.44371 -0.86615 -0.66567
B -5.97996 -0.64633 -1.28196
F -5.81165 0.08658 -2.46077
F -6.57070 -1.89236 -1.48407
F -6.57828 0.09008 -0.24200
S -3.79378 -0.12979 0.76616
C -2.23971 -0.83164 0.56284
C -2.16709 -1.63917 -0.55213
H -3.29710 -3.08680 -4.15816
H -1.88787 -2.22603 -3.44648
H -2.47512 -3.76351 -2.71089
H -1.46031 -0.66580 1.29482
H -1.29822 -2.20894 -0.87017

Properties
- LUMO energy: -3.31 eV
- Orbital gap: 3.29 eV
- Relative energy (zero: lowest compared OMol25 entry of this formula, charge and spin): 0.0 kJ/mol
- Max |F|: 2.833 eV/A

***

(2)
Formula: C22H22Br2IrN4O5
Source: the Open Molecules 2025 dataset
Level of theory: ωB97M-V with the def2-TZVPD basis set

Positions of all 56 atoms, in Å:
Ir 0.67163 0.41753 0.25342
Br 4.30202 -2.06117 -2.26186
C 2.87571 -1.13004 -3.03370
C 2.60585 -1.19435 -4.37289
C 1.51670 -0.47788 -4.90020
Br 1.24210 -0.54358 -6.76509
C 0.60479 0.23983 -4.08536
C -0.51886 0.94715 -4.51690
C -1.37742 1.51394 -3.54817
C -1.10918 1.36900 -2.21810
N 0.01098 0.73765 -1.78826
C 0.85971 0.20387 -2.68854
C 2.03396 -0.37461 -2.14325
O 2.30738 -0.21402 -0.89739
H 3.22139 -1.78585 -5.03136
H -0.75317 1.03642 -5.56488
H -2.27094 2.03260 -3.85769
H -1.79064 1.71549 -1.45518
C -0.99997 -4.36177 -0.19586
N -1.65954 -3.07771 -0.14231
C -3.01164 -2.93624 -0.14645
C -3.59895 -1.72870 -0.08625
C -2.78841 -0.51299 -0.02285
O -3.26241 0.61027 -0.01195
N -1.44923 -0.74966 -0.00157
C -0.88131 -1.94636 -0.07046
O 0.35862 -2.03554 -0.07706
H -1.63714 -5.12927 0.23907
H -0.06458 -4.28202 0.36032
H -0.76244 -4.63467 -1.22751
H -3.57750 -3.85653 -0.19806
H -4.66805 -1.61246 -0.07548
C 1.55789 1.37686 3.72221
C 2.48549 0.67444 2.73206
C 3.63086 -0.01925 3.49146
C 1.78969 -0.37016 1.88938
H 2.13581 1.93609 4.45522
H 0.93341 0.65375 4.24564
H 0.90331 2.07877 3.21341
H 2.94930 1.41980 2.07530
H 3.23069 -0.80023 4.13358
H 4.15074 0.70856 4.11031
H 4.34257 -0.46115 2.80213
H 1.06870 -0.95346 2.46843
H 2.51591 -1.03054 1.41588
O 0.43977 2.94707 0.29458
C -0.51862 2.66952 1.01493
C -1.62998 3.56575 1.48722
C -2.48696 2.62712 2.33361
C -1.75248 1.28743 2.30728
O -2.05023 0.29795 2.92251
N -0.66069 1.41777 1.48263
H -2.15109 3.96628 0.61671
H -1.23211 4.40878 2.05467
H -3.47296 2.45815 1.89996
H -2.60849 2.96237 3.36273

Properties
- Multiplicity: 2
- LUMO energy (alpha / beta): -2.42 / -1.94 eV
- Orbital gap (alpha / beta): 5.29 / 5.77 eV
- Relative energy (zero: lowest compared OMol25 entry of this formula, charge and spin): 301.2 kJ/mol
- Max |F|: 2.911 eV/A

***

(3)
Formula: C22H22BrCuN3O5P
Source: the Open Molecules 2025 dataset
Level of theory: ωB97M-V with the def2-TZVPD basis set

Positions of all 55 atoms, in Å:
Cu -0.08666 -0.81218 0.70192
Br 7.08564 -1.49368 0.38552
C 5.28254 -0.88898 0.21732
C 4.24644 -1.81078 0.25492
C 2.95284 -1.36158 0.17342
C 2.64244 0.00902 0.05242
C 3.72154 0.90592 -0.04998
C 5.02364 0.45862 0.04502
N 1.32084 0.32502 0.00512
C 0.86314 1.64852 0.02812
C -1.44716 1.56312 0.69962
C -2.41606 2.56542 0.66842
C -3.68546 2.25082 0.22912
C -3.96066 0.94432 -0.16448
C -2.96876 -0.00208 -0.03648
N -1.74296 0.29112 0.40142
H 4.45824 -2.86428 0.36262
H 2.12114 -2.05518 0.21842
H 3.55994 1.96262 -0.19968
H 5.84514 1.15882 -0.00308
H 1.62434 2.37682 0.35172
H -2.14026 3.56352 0.96152
H -4.45016 3.00902 0.17752
H -4.92946 0.66872 -0.54728
H -3.13556 -1.04018 -0.28468
O -0.03766 3.42072 -1.24018
C 0.25394 2.24082 -1.26358
O -0.18376 1.85522 1.06002
C -0.00716 1.44392 -2.48558
C -0.06856 0.04972 -2.56778
C -0.41526 -0.55648 -3.75928
C -0.69586 0.21842 -4.88098
C -0.62206 1.60662 -4.82138
C -0.27896 2.20372 -3.63258
N -1.06696 -0.41398 -6.11638
O -1.15816 -1.62718 -6.12958
O -1.27656 0.29982 -7.07898
H 0.14744 -0.54918 -1.69438
H -0.47526 -1.63088 -3.84138
H -0.83526 2.18492 -5.70598
H -0.21686 3.27752 -3.55928
C -2.47306 -2.08338 3.11722
P -0.66206 -1.89288 3.29812
C -0.14186 -3.05098 4.60302
C -0.33056 -0.22758 3.96812
O 0.06204 -2.21438 2.03332
H -2.95966 -2.15168 4.08542
H -2.65136 -2.99788 2.55302
H -2.87876 -1.23988 2.56122
H -0.71896 -2.89728 5.51062
H 0.91504 -2.88298 4.80312
H -0.27346 -4.06878 4.24212
H -0.95756 -0.02068 4.83082
H -0.49466 0.52562 3.19922
H 0.71724 -0.19358 4.26322

Properties
- LUMO energy: -0.98 eV
- Orbital gap: 5.67 eV
- Relative energy (zero: lowest compared OMol25 entry of this formula, charge and spin): 118.6 kJ/mol
- Max |F|: 1.673 eV/A

***

(4)
Formula: C22H22ClF3MoN4O4
Source: the Open Molecules 2025 dataset
Level of theory: ωB97M-V with the def2-TZVPD basis set

Positions of all 57 atoms, in Å:
Mo 0.42173 0.36282 -0.56820
O -3.12675 5.26178 2.23001
C -3.11002 4.23467 1.38081
O -3.89984 4.12358 0.49694
C -2.05957 3.17406 1.56348
C -1.30635 2.80460 2.67651
Cl -1.23387 3.52509 4.20219
N -0.55773 1.72624 2.35796
N -0.75544 1.40946 1.06809
C -1.65553 2.26491 0.58376
C -1.95544 2.05054 -0.86380
O -2.83361 2.43498 -1.52853
O -0.93752 1.21885 -1.44600
C 0.30459 0.88997 3.14694
C -0.06296 0.50321 4.42439
C 0.78586 -0.33314 5.13970
C 1.96952 -0.78804 4.57795
C 2.31500 -0.41800 3.28276
C 1.48273 0.42901 2.56919
H -2.40334 5.25456 2.87047
H -0.99699 0.83396 4.85529
H 0.51040 -0.63483 6.14085
H 2.62610 -1.43152 5.14712
H 3.24405 -0.75851 2.84489
H 1.77986 0.75338 1.57395
F 3.11442 1.31994 -0.25555
C 1.93299 1.91442 -0.51098
F 2.00164 2.55439 -1.66837
F 1.71286 2.81941 0.45332
N 0.14900 -1.46488 0.55153
C -0.98434 -2.04871 -0.17750
C -0.78065 -3.13716 -1.01240
C -1.85726 -3.63331 -1.72904
C -3.10974 -3.03883 -1.61563
C -3.30091 -1.96060 -0.76396
C -2.23488 -1.46238 -0.02826
H 0.94305 -2.10350 0.56980
H -0.09723 -1.27495 1.52417
H 0.19251 -3.60847 -1.08445
H -1.72143 -4.49280 -2.37136
H -3.94417 -3.43232 -2.17970
H -4.28183 -1.51778 -0.65864
H -2.38238 -0.65438 0.67846
C 2.59659 -2.06747 -2.79985
C 1.72410 -0.85769 -3.13777
C 2.55639 0.27694 -3.75332
C 0.54083 -1.22660 -4.04430
N 1.15439 -0.34284 -1.90808
H 3.04196 -2.43381 -3.72389
H 2.00655 -2.87533 -2.36784
H 3.40390 -1.79553 -2.11944
H 2.95654 -0.09443 -4.69621
H 3.38881 0.55622 -3.10892
H 1.94202 1.15167 -3.95828
H 0.94323 -1.60837 -4.98187
H -0.07388 -0.35336 -4.25981
H -0.07790 -1.99913 -3.58860

Properties
- Charge: +2
- LUMO energy: -8.73 eV
- Orbital gap: 7.08 eV
- Relative energy (zero: lowest compared OMol25 entry of this formula, charge and spin): 0.0 kJ/mol
- Max |F|: 0.541 eV/A